Entry from OMol25: LiN2O10SSr as an isolated structure (the ωB97M-V functional and the def2-TZVPD basis).

Results
lowest unoccupied orbital energy: -0.97 eV
total charge: -1
DFT total energy: -1298.2382 Ha
gap between HOMO and LUMO: 2.2 eV

```
15
Properties=species:S:1:pos:R:3:forces:R:3
Sr -0.475531 -2.800627 -2.461570 0.60 0.68 3.02
Li -0.856922 3.161218 -1.385397 0.77 -0.47 0.99
N -0.580495 -0.316317 -0.170737 1.18 1.37 0.30
O -0.324290 0.475096 -1.107299 -0.41 -0.70 -0.78
O -1.009222 -1.493142 -0.483149 -0.55 -1.59 -1.36
O -0.370820 -0.055256 0.976602 -0.40 -0.19 -0.06
N 1.494912 -4.316805 0.039259 1.76 0.66 0.13
O 1.554893 -4.434838 1.245254 -1.03 -0.29 -0.17
O 2.521245 -4.304881 -0.648011 0.18 -0.14 -0.64
O 0.391254 -4.117309 -0.581265 -1.48 0.02 -0.73
S -0.465738 3.626629 0.949211 1.51 1.27 1.99
O 0.575640 2.946652 0.090838 -0.42 0.64 -0.70
O -0.217351 5.058955 1.179794 0.66 0.18 -0.54
O -1.700011 3.595650 0.094860 -1.62 -0.86 -0.58
O -0.537566 2.974977 2.261611 -0.75 -0.57 -0.88
```
Positions in Å, forces in eV/Å.